53
Properties=species:S:1:pos:R:3:lowdin_charge:R:1 method="wB97M-V/def2-TZVPD" spin_multiplicity=1 largest_force_ev_per_a=4.985 lumo_energy_ev=-5.5 total_charge=+1 gap_ev=4.46
O -0.798 0.688 -1.234 0.192
C -0.116 0.908 -0.348 -0.080
Co 0.898 1.245 1.111 0.125
C 2.526 1.783 0.533 -0.090
O 3.543 2.129 0.160 0.187
C 0.021 2.504 2.031 -0.088
O -0.564 3.290 2.610 0.186
C 1.505 -0.070 2.566 -0.110
C 0.263 -0.509 1.957 -0.302
C -1.027 -0.152 2.567 0.044
C -2.221 -0.596 2.031 -0.206
C -3.472 -0.001 2.354 0.025
C -4.599 -0.358 1.672 -0.039
C -4.536 -1.330 0.681 -0.015
C -3.346 -1.968 0.378 -0.040
C -2.210 -1.616 1.040 0.002
Co 1.888 -1.765 1.520 0.115
C 1.751 -2.998 2.806 -0.082
O 1.615 -3.775 3.630 0.189
C 3.601 -1.348 0.966 -0.060
O 4.649 -1.082 0.611 0.187
C 0.990 -2.345 0.052 -0.103
O 0.369 -2.699 -0.833 0.171
H 1.603 -0.415 3.601 0.080
H -1.026 0.605 3.329 0.091
H -3.501 0.805 3.066 0.091
H -5.514 0.180 1.846 0.118
H -5.414 -1.578 0.124 0.116
H -3.289 -2.689 -0.428 0.124
H -1.270 -2.043 0.733 0.073
C -4.173 5.519 8.913 -0.075
C -3.315 4.439 8.875 -0.016
C -3.195 3.707 7.695 -0.224
C -3.935 4.066 6.566 -0.455
C -4.784 5.156 6.612 -0.088
C -4.907 5.878 7.786 -0.081
S -3.620 2.967 5.220 1.054
C -2.461 2.026 6.169 -0.584
N -1.836 0.992 5.725 -0.005
C -0.922 0.432 6.631 -0.269
C -1.378 0.461 8.103 -0.149
C -1.652 1.898 8.524 -0.138
N -2.373 2.585 7.450 -0.033
H -4.256 6.096 9.823 0.109
H -2.727 4.167 9.735 0.107
H -5.335 5.447 5.732 0.109
H -5.568 6.732 7.839 0.108
H -0.704 -0.601 6.311 0.109
H 0.023 0.990 6.534 0.120
H -2.293 -0.137 8.213 0.122
H -0.628 -0.008 8.757 0.120
H -2.250 1.939 9.441 0.125
H -0.721 2.439 8.714 0.131



21
Properties=species:S:1:pos:R:3:lowdin_charge:R:1 method="wB97M-V/def2-TZVPD" spin_multiplicity=1 de_lowest_kj_mol=241.3 largest_force_ev_per_a=3.587 lumo_energy_ev=-8.0 total_charge=+2 gap_ev=8.23
C -0.523 0.960 -0.366 0.109
C -0.080 -1.901 -0.221 -0.023
C -1.464 0.127 -0.241 -0.304
C 1.605 -0.041 -0.105 -0.336
C 1.722 0.683 1.181 -0.022
N -1.231 -1.266 0.070 0.125
N 1.141 -1.415 -0.214 0.160
N 2.432 0.334 -1.095 0.187
N -3.024 0.490 -0.279 0.262
H -0.167 2.006 -0.559 0.116
H -0.011 -3.023 -0.144 0.203
H 2.495 0.298 1.785 0.088
H 0.819 0.714 1.782 0.089
H 1.910 1.838 0.962 0.159
H -1.990 -1.970 -0.065 0.185
H 1.847 -2.086 -0.255 0.153
H 2.925 1.301 -1.073 0.198
H 2.725 -0.335 -1.849 0.167
H -3.537 0.244 -1.079 0.138
H -2.919 1.472 -0.325 0.132
H -3.583 0.339 0.625 0.213